Record 1
Density functional theory data (ωB97M-V/def2-TZVPD) for C17H45Br9N8O6P2 as an isolated structure at a distorted geometry.

Its molecular weight is 1238.68 g mol⁻¹. The value obtained for the relative energy (zero: lowest compared OMol25 entry of this formula, charge and spin) is 57.8 kcal/mol. The LUMO energy comes out at -0.68 eV. The HOMO energy comes out at -8.214 eV. For the gap between HOMO and LUMO, the calculation gives 7.537 eV.

Structure (ORCA input):
```
! RIJCOSX wB97M-V def2-TZVPD def2/J DEFGRID3
* xyz 0 1
C 13.331 -15.947 -43.203
N 14.633 -16.561 -42.851
O 14.686 -17.428 -41.993
O 15.661 -16.149 -43.434
H 13.059 -16.499 -44.103
H 13.441 -14.881 -43.401
H 12.635 -16.104 -42.379
C 18.778 -13.246 -45.939
N 19.506 -13.535 -47.226
O 20.415 -14.439 -47.294
O 19.092 -12.912 -48.203
H 17.943 -13.928 -45.772
H 18.232 -12.304 -45.995
H 19.509 -13.363 -45.139
O 20.138 -9.129 -44.337
P 20.137 -7.793 -44.992
N 20.853 -7.744 -46.624
C 21.841 -8.757 -47.002
C 20.817 -6.523 -47.482
N 20.973 -6.562 -44.125
C 21.881 -7.038 -43.095
C 21.220 -5.205 -44.601
N 18.601 -7.105 -45.201
C 17.656 -7.933 -45.854
C 17.983 -6.159 -44.184
H 21.308 -9.706 -47.075
H 22.583 -8.949 -46.227
H 22.325 -8.470 -47.935
H 19.947 -5.883 -47.336
H 20.840 -6.810 -48.534
H 21.713 -5.916 -47.355
H 22.177 -6.229 -42.427
H 21.431 -7.794 -42.452
H 22.775 -7.431 -43.579
H 20.407 -4.984 -45.292
H 21.155 -4.537 -43.741
H 22.161 -5.155 -45.148
H 16.749 -7.408 -46.155
H 18.045 -8.472 -46.718
H 17.334 -8.675 -45.124
H 18.684 -5.832 -43.416
H 17.105 -6.558 -43.675
H 17.768 -5.283 -44.795
O 20.465 -21.394 -51.510
P 19.583 -20.884 -52.611
N 18.047 -21.705 -52.855
C 17.238 -21.375 -53.980
C 17.343 -22.306 -51.729
N 20.424 -21.181 -54.072
C 21.427 -20.264 -54.621
C 20.205 -22.405 -54.906
N 19.217 -19.201 -52.422
C 18.416 -18.426 -53.387
C 19.712 -18.474 -51.197
H 16.723 -22.232 -54.414
H 17.731 -21.002 -54.877
H 16.571 -20.542 -53.759
H 17.572 -21.727 -50.834
H 17.726 -23.326 -51.760
H 16.265 -22.320 -51.891
H 22.332 -20.317 -54.015
H 21.757 -20.616 -55.598
H 21.000 -19.291 -54.867
H 20.056 -23.233 -54.214
H 19.247 -22.448 -55.424
H 21.028 -22.684 -55.564
H 18.573 -17.347 -53.368
H 18.607 -18.876 -54.361
H 17.373 -18.546 -53.094
H 20.545 -18.977 -50.705
H 18.973 -18.446 -50.396
H 19.856 -17.401 -51.320
C 20.269 -12.895 -40.153
Br 21.934 -13.692 -41.039
Br 20.732 -11.850 -38.622
Br 18.854 -14.288 -39.801
H 19.785 -12.199 -40.838
C 21.904 -13.312 -52.333
Br 23.529 -12.438 -51.492
Br 22.315 -14.958 -53.395
Br 20.903 -11.964 -53.335
H 21.260 -13.494 -51.473
C 12.535 -12.788 -48.462
Br 14.092 -13.832 -47.814
Br 13.022 -12.218 -50.372
Br 12.055 -11.245 -47.402
H 11.649 -13.395 -48.643
*
```

Atom charges from the Mulliken analysis, given in e for atoms 1 to 4: C -0.6569; N 0.8064; O -0.4979; O -0.4881

Record 2
Density functional theory data (ωB97M-V/def2-TZVPD) for C17H45GaN9O17S as an isolated structure at a distorted geometry.

Its molecular weight is 749.38 g mol⁻¹. The LUMO energy comes out at 0.30 eV. The HOMO energy comes out at -4.404 eV. For the gap between HOMO and LUMO, the calculation gives 4.705 eV.

Structure (ORCA input):
```
! RIJCOSX wB97M-V def2-TZVPD def2/J DEFGRID3
* xyz -1 1
C -1.843 0.630 -4.685
C -1.273 -0.295 -5.912
O -0.567 0.348 -6.879
N -1.404 -1.793 -6.060
C -2.535 -2.376 -5.245
C -1.863 -3.061 -3.892
C -2.934 -3.935 -2.996
C -2.209 -5.049 -1.999
Ga -0.271 -4.476 -1.454
C -0.182 -2.610 -0.567
C 1.327 -2.184 -0.031
C 2.099 -1.149 -1.082
S 3.462 -2.202 -1.910
H -1.481 1.752 -4.866
H -3.035 0.701 -4.679
H -1.409 0.276 -3.645
H -0.514 -2.217 -5.713
H -3.420 -1.646 -5.018
H -2.964 -3.296 -5.873
H -0.986 -3.783 -4.259
H -1.451 -2.159 -3.251
H -3.745 -4.448 -3.698
H -3.514 -3.198 -2.263
H -2.243 -6.114 -2.521
H -2.829 -5.141 -0.983
H 0.603 -4.579 -2.824
H 0.338 -5.568 -0.417
H -0.513 -1.750 -1.307
H -0.913 -2.633 0.372
H 1.190 -1.562 0.976
H 2.044 -3.095 0.134
H 2.567 -0.252 -0.485
H 1.360 -0.739 -1.924
H 3.150 -2.293 -3.287
C 1.274 2.491 2.405
N 1.684 1.262 1.674
O 1.400 1.197 0.472
O 2.280 0.397 2.327
H 0.763 3.161 1.710
H 0.603 2.187 3.211
H 2.179 2.959 2.797
C 4.956 0.448 -4.117
N 6.340 0.994 -4.162
O 7.056 0.805 -3.172
O 6.668 1.598 -5.190
H 4.806 -0.055 -3.160
H 4.267 1.288 -4.223
H 4.854 -0.257 -4.944
C 1.675 6.171 5.522
N 2.086 4.942 4.791
O 1.802 4.877 3.589
O 2.681 4.078 5.444
H 1.164 6.841 4.828
H 1.004 5.867 6.328
H 2.580 6.640 5.914
C 3.502 8.011 9.440
N 3.436 7.748 7.977
O 2.452 8.181 7.367
O 4.375 7.113 7.482
H 2.615 8.576 9.737
H 3.532 7.045 9.948
H 4.408 8.589 9.630
C -4.183 -2.134 2.938
N -2.998 -1.595 2.218
O -2.284 -0.788 2.825
O -2.817 -1.998 1.062
H -4.218 -1.696 3.938
H -5.070 -1.858 2.365
H -4.069 -3.218 2.996
C -7.998 -3.796 0.440
N -6.635 -4.061 0.975
O -6.441 -3.826 2.173
O -5.798 -4.498 0.176
H -8.627 -3.417 1.248
H -7.901 -3.053 -0.354
H -8.390 -4.739 0.056
C -7.540 -2.326 6.190
N -7.470 -1.590 4.898
O -6.506 -0.835 4.728
O -8.386 -1.792 4.092
H -6.675 -2.054 6.799
H -8.468 -2.034 6.686
H -7.531 -3.394 5.962
C 9.412 2.827 -6.510
N 10.597 3.366 -7.230
O 11.310 4.173 -6.622
O 10.778 2.963 -8.385
H 9.377 3.265 -5.510
H 8.524 3.103 -7.083
H 9.526 1.743 -6.452
*
```

Atom charges from the Mulliken analysis, given in e for atoms 1 to 4: C -0.6912; C 0.4606; O -0.5880; N -0.3161